Arrangement a

The following is a quantum chemistry calculation of C4H2O2 in the gas phase, from the Open Molecules 2025 dataset.

**SMILES**: C#CC(=O)C=O
**Frontier orbital gap**: 9.37 eV
**LUMO level**: -0.9907 eV
**2S+1**: 1
**M**: 82.1 Da

Element x y z (Å)
O  -1.17438  -1.59394  0.49942
C  -1.42299  -0.46142  0.17964
C  -0.37431  0.65225  0.22089
O  -0.72184  1.77860  0.49598
C  0.98644  0.25775  -0.08461
C  2.08335  -0.09583  -0.43492
H  -2.42919  -0.11972  -0.12615
H  3.05291  -0.41770  -0.75025

From a Mulliken analysis of the wavefunction, the atomic charges in e read: number 1, O, carries -0.4030; number 2, C, carries -0.0004; number 3, C, carries 0.0791; number 4, O, carries -0.4477; number 5, C, carries -0.2137; number 6, C, carries 0.2749; number 7, H, carries 0.3313; number 8, H, carries 0.3794

Arrangement b

The following is a quantum chemistry calculation of C4H2O2 in the gas phase, from the Open Molecules 2025 dataset.

**Frontier orbital gap**: 8.39 eV
**LUMO level**: -0.7751 eV
**2S+1**: 1
**M**: 82.1 Da

Element x y z (Å)
O  -2.48395  -0.92968  -0.54976
C  -1.89634  -0.26603  0.23985
C  -0.03749  0.03890  0.16474
O  -0.92928  0.88394  -0.23352
C  1.33103  0.19921  -0.15233
C  2.53032  0.11358  -0.28822
H  -2.06622  -0.09836  1.30878
H  3.59590  0.11067  -0.46101

From a Mulliken analysis of the wavefunction, the atomic charges in e read: number 1, O, carries -0.4453; number 2, C, carries 0.4519; number 3, C, carries -0.3264; number 4, O, carries -0.2086; number 5, C, carries -0.1784; number 6, C, carries 0.0171; number 7, H, carries 0.3153; number 8, H, carries 0.3744

Which structure loses on stability? arrangement b does.

Arrangement a

The following is a quantum chemistry calculation of a molecular structure, C4H2O2, from the Open Molecules 2025 dataset.

**Frontier orbital gap (spin up / spin down)**: 8.40 / 8.41 eV
**LUMO level (spin up / spin down)**: -0.9865 / -0.9860 eV
**2S+1**: 1
**M**: 82.1 Da

Element x y z (Å)
O  -0.83378  0.53992  0.95729
C  0.17012  0.83946  0.02044
C  1.09482  -0.13541  -0.57619
O  2.03915  0.01972  -1.29882
C  -0.10068  -0.89647  -0.46465
C  -0.91228  -0.74685  0.61831
H  0.05535  1.80235  -0.46943
H  -1.51270  -1.42272  1.21306

From a Mulliken analysis of the wavefunction, the atomic charges in e read: number 1, O, carries -0.2691; number 2, C, carries -0.2095; number 3, C, carries 0.6936; number 4, O, carries -0.5165; number 5, C, carries -0.4779; number 6, C, carries 0.0732; number 7, H, carries 0.3232; number 8, H, carries 0.3830

Arrangement b

The following is a quantum chemistry calculation of a molecular structure, C4H2O2, from the Open Molecules 2025 dataset.

**Frontier orbital gap (spin up / spin down)**: 8.05 / 8.41 eV
**LUMO level (spin up / spin down)**: -1.1027 / -0.9002 eV
**2S+1**: 1
**M**: 82.1 Da

Element x y z (Å)
C  0.48080  0.00211  0.99033
C  -0.47747  -0.04327  -0.99718
C  0.60023  0.64834  -0.30593
C  -0.73526  -0.58008  0.31836
O  0.29168  1.43114  0.81151
O  -0.22963  -1.40454  -0.65021
H  1.16107  -0.30095  1.69751
H  -1.09141  0.24726  -1.86439

From a Mulliken analysis of the wavefunction, the atomic charges in e read: number 1, C, carries -0.1350; number 2, C, carries 0.0988; number 3, C, carries 0.0672; number 4, C, carries -0.2023; number 5, O, carries -0.3394; number 6, O, carries -0.3264; number 7, H, carries 0.4553; number 8, H, carries 0.3819

Arrangement c

The following is a quantum chemistry calculation of C4H2O2 in the gas phase, from the Open Molecules 2025 dataset.

**Frontier orbital gap (spin up / spin down)**: 8.27 / 8.27 eV
**LUMO level (spin up / spin down)**: -1.0838 / -1.0849 eV
**2S+1**: 1
**M**: 82.1 Da

Element x y z (Å)
C  -0.17124  -0.94881  0.38034
C  0.67627  -0.21327  -0.38539
C  -1.36952  -0.33975  0.19033
C  -0.27879  1.78709  0.14111
O  0.87376  1.15772  -0.04301
O  -1.20652  1.01643  0.02919
H  -0.03960  -1.98719  0.64496
H  1.51564  -0.47222  -0.95753

From a Mulliken analysis of the wavefunction, the atomic charges in e read: number 1, C, carries -0.3208; number 2, C, carries 0.0172; number 3, C, carries -0.2176; number 4, C, carries -0.1165; number 5, O, carries -0.0958; number 6, O, carries 0.0155; number 7, H, carries 0.3044; number 8, H, carries 0.4136

Arrangement d

The following is a quantum chemistry calculation of a molecular structure, C4H2O2, from the Open Molecules 2025 dataset.

**Frontier orbital gap (spin up / spin down)**: 7.74 / 7.75 eV
**LUMO level (spin up / spin down)**: -1.2500 / -1.1868 eV
**2S+1**: 1
**M**: 82.1 Da

Element x y z (Å)
C  -0.75704  -1.20507  0.10897
O  0.60132  -1.18604  0.01679
C  -1.01703  0.18323  -0.10005
C  0.67130  0.24334  -0.12558
C  1.61723  1.05986  0.01196
O  -1.87281  1.00906  0.01870
H  -1.28930  -2.14011  0.01134
H  2.04632  2.03574  0.05787

From a Mulliken analysis of the wavefunction, the atomic charges in e read: number 1, C, carries -0.2535; number 2, O, carries -0.3115; number 3, C, carries 0.5910; number 4, C, carries 0.2278; number 5, C, carries -0.4740; number 6, O, carries -0.5054; number 7, H, carries 0.3549; number 8, H, carries 0.3706

Which structure loses on stability? arrangement b does.